This record from the Open Molecules 2025 dataset describes a molecular structure, C13H24ClI2N2P2Pd in a non-equilibrium geometry. The level of theory is wB97M-V/def2-TZVPD.

Each line ends with the Löwdin charge.
CARTESIAN COORDINATES (ANGSTROEM)
I  -2.3267  4.7304  -0.4146  0.51
I  -0.6385  5.9233  0.9637  0.42
Pd  0.0517  0.1646  0.8884  0.50
P  0.4858  2.7080  -1.7267  0.92
C  1.4753  1.5671  -2.7518  -0.28
C  -0.2957  3.6311  -3.1548  -0.28
H  0.4374  3.9109  -3.9282  0.08
H  1.9847  4.7113  -2.0903  0.08
H  -0.8283  4.5134  -2.7766  -0.04
H  1.7034  4.3165  -0.3628  -0.01
H  0.9435  0.6091  -2.7358  0.03
H  -1.0280  2.9341  -3.5671  0.06
C  1.8854  3.8947  -1.3643  -0.24
H  1.5675  1.9229  -3.7894  0.08
H  2.8311  3.3268  -1.3590  0.05
H  2.4603  1.4204  -2.2940  0.04
P  -1.3563  0.2959  2.5102  0.46
C  -1.1200  -1.4750  3.0738  -0.27
C  -0.7829  1.0254  4.0921  -0.26
H  -3.5740  1.1852  2.2384  0.00
H  -3.5761  -0.3163  3.2046  0.07
H  -3.4337  -0.4002  1.4151  0.06
C  -3.1674  0.1665  2.3137  -0.27
H  -1.0149  2.1036  4.0481  -0.01
H  -1.3739  0.5533  4.8929  0.08
H  -1.4788  -1.6801  4.0967  0.07
H  -0.0284  -1.6594  3.0087  0.04
H  0.2859  0.8715  4.2216  0.06
H  -1.6628  -2.1317  2.3822  0.03
Cl  -1.7494  2.6895  1.9242  0.00
N  2.7486  -2.7112  -0.8956  0.18
C  2.4492  -1.5137  -0.3394  -0.06
N  1.1264  -1.4132  -0.1877  0.02
C  0.5314  -2.5735  -0.7026  -0.19
C  -0.7816  -3.0155  -0.5963  0.09
C  -1.0257  -4.3548  -0.9312  0.03
C  0.0218  -5.2215  -1.2939  0.05
C  1.3359  -4.7503  -1.4122  0.13
C  1.5728  -3.4132  -1.1368  -0.15
H  3.6943  -3.0553  -1.1291  0.21
H  3.2111  -0.7888  -0.0230  0.16
H  -1.5427  -2.3204  -0.2513  0.13
H  -2.0408  -4.7584  -0.8713  0.14
H  -0.1732  -6.2735  -1.4831  0.15
H  2.1965  -5.3497  -1.7057  0.16

Forces on atoms 1 to 6 (eV/Å):
-1.476 -1.037 -0.305
1.226 1.226 1.030
0.785 0.598 -1.589
2.390 1.801 -2.474
-0.394 -1.407 0.477
-1.253 -0.305 0.818

The HOMO-LUMO gap (alpha / beta) is 0.26839 / 0.15431 Ha. As for the charge: +3. Its spin multiplicity is 5. The calculation puts the total energy at -2484.2580 hartree.